ORCA calculation (wB97M-V/def2-TZVPD) on an isolated molecule of C5H9NO.

Results
Molar mass: 99.1 Da
E_tot: -325.74491 hartree
Energy above the lowest of the compared OMol25 structures with the same formula, charge and spin: 505.8 kJ/mol
Kohn-Sham gap (alpha / beta): 7.93 / 7.92 eV
Lowest unoccupied orbital energy (alpha / beta): 0.0281 / 0.0281 Eh

The geometry in ORCA input format:
```
! wB97M-V def2-TZVPD RIJCOSX def2/J DEFGRID3
* xyz 0 1
H -1.20 0.44 2.43
H -2.31 0.15 1.10
N 1.80 0.40 0.76
C -1.29 0.48 1.34
H 1.36 -0.10 -2.35
H -0.11 -1.36 1.10
H -0.70 -1.24 -1.22
H 1.19 0.53 1.56
C -0.22 -0.36 0.67
H -1.59 0.93 -1.13
C 2.20 0.19 -0.37
H 1.61 -1.55 -1.38
C 1.29 -0.50 -1.34
O -0.66 0.83 -1.40
C -0.17 -0.36 -0.82
H -1.21 1.53 1.04
*
```

natural (NBO) atomic charges, in units of e: atom 1 (H): 0.220, atom 2 (H): 0.206, atom 3 (N): -0.584, atom 4 (C): -0.669, atom 5 (H): 0.249, atom 6 (H): 0.196, atom 7 (H): 0.188, atom 8 (H): 0.474, atom 9 (C): -0.270, atom 10 (H): 0.468, atom 11 (C): 0.247, atom 12 (H): 0.239, atom 13 (C): -0.507, atom 14 (O): -0.717, atom 15 (C): 0.040, atom 16 (H): 0.219